No. 1
ORCA calculation (ωB97M-V with the def2-TZVPD basis set) on a molecular structure, C26H28F6N2O9PS4Ta in a non-equilibrium geometry.

Geometry (Å):
Ta: -0.38842 0.43326 0.94696
F: 3.87658 1.08866 3.35448
C: 3.12347 0.17392 3.89106
F: 2.87250 0.41905 5.15043
F: 3.56681 -1.03497 3.71383
S: 1.38325 0.30684 3.01885
O: 1.35947 1.26492 1.85866
O: 0.81425 -0.95476 2.54170
N: 0.42480 0.89004 4.08388
S: -0.73083 1.91489 3.78822
O: -1.02048 2.06019 2.32542
O: -1.86479 1.68078 4.59983
C: 0.02492 3.56459 4.24778
F: -0.92612 4.37380 4.64866
F: 0.90726 3.36780 5.20566
F: 0.62834 4.05709 3.17245
C: 3.53401 -6.51573 -1.31817
C: 3.31135 -5.05879 -1.04348
C: 2.60173 -4.63785 0.08406
C: 2.40231 -3.29327 0.33923
C: 2.91280 -2.35924 -0.55338
C: 3.61853 -2.74411 -1.68349
C: 3.81703 -4.09367 -1.91547
S: 2.70939 -0.65244 -0.20613
O: 3.33177 0.14235 -1.21449
O: 3.08558 -0.43845 1.16226
N: 1.01964 -0.40584 -0.33111
C: 0.49729 -1.04401 -1.56097
C: -0.99738 -1.02045 -1.52172
O: -1.74798 -1.22400 -2.41465
O: -1.41525 -0.66243 -0.26691
H: 3.18737 -7.13611 -0.49451
H: 4.59222 -6.71986 -1.48131
H: 3.00305 -6.81945 -2.22169
H: 2.22154 -5.37761 0.77700
H: 1.88178 -2.96709 1.23180
H: 4.01552 -1.99518 -2.35578
H: 4.38043 -4.40463 -2.78594
H: 0.81871 -2.08544 -1.63898
H: 0.84732 -0.51760 -2.45349
C: -0.29175 3.95584 -0.05360
P: -0.91816 2.39342 -0.72354
C: -2.68364 2.59096 -0.99910
C: -3.10591 3.58043 -1.89023
C: -4.45828 3.79450 -2.08866
C: -5.39209 3.03128 -1.39829
C: -4.97589 2.05535 -0.50584
C: -3.62233 1.83203 -0.30540
C: -0.08725 2.11577 -2.29442
C: 1.30011 2.25915 -2.35165
C: 1.96378 2.02952 -3.54364
C: 1.24833 1.65662 -4.67582
C: -0.13030 1.50517 -4.61735
C: -0.80512 1.73262 -3.42729
H: -0.35856 4.71821 -0.83005
H: 0.74720 3.85863 0.26074
H: -0.90362 4.24274 0.79944
H: -2.38361 4.17790 -2.43397
H: -4.78575 4.55802 -2.78069
H: -6.44818 3.20191 -1.55670
H: -5.70730 1.47014 0.03485
H: -3.30734 1.06926 0.39587
H: 1.87312 2.53221 -1.47334
H: 3.03887 2.13618 -3.58468
H: 1.76976 1.48241 -5.60745
H: -0.68423 1.20897 -5.49749
H: -1.87783 1.59872 -3.38318
C: -1.70552 -2.86744 2.96040
S: -2.75901 -1.43924 2.76761
C: -3.80901 -1.98737 1.41555
O: -1.83110 -0.35319 2.15213
H: -1.30993 -3.18980 1.99853
H: -2.32450 -3.64494 3.40994
H: -0.90953 -2.59130 3.64808
H: -4.74610 -1.43984 1.48134
H: -3.99232 -3.05271 1.54713
H: -3.30677 -1.79735 0.47022

## Properties
- 2S+1: 1
- Energy above the lowest of the compared OMol25 structures with the same formula, charge and spin: 54.1 kcal/mol
- Frontier orbital gap: 6.903 eV
- Charge: +2

These are the Löwdin partial charges, in e, on atoms 1 to 2: Ta 1.832; F 0.228

=====

No. 2
ORCA calculation (ωB97M-V with the def2-TZVPD basis set) on a molecular structure, C26H28IrN7O4S3 in a non-equilibrium geometry.

Geometry (Å):
Ir: 0.26356 0.00245 -1.29085
C: -0.05386 -3.10437 -0.26722
N: -0.03301 -1.80347 0.42749
C: 1.15557 -1.70796 1.29216
C: 1.59462 -0.26722 1.48402
N: 2.18344 0.23463 0.24203
C: 2.52189 1.66755 0.32228
C: 3.37206 -0.48390 -0.16312
C: 4.33193 -0.92695 0.73629
C: 5.49238 -1.53503 0.28693
C: 5.71274 -1.69618 -1.07274
C: 4.75842 -1.27106 -1.97743
C: 3.58000 -0.67974 -1.52336
S: 2.33787 -0.24639 -2.66341
C: -1.29773 -1.65721 1.12092
C: -1.51304 -2.13808 2.40576
C: -2.76310 -2.06694 3.00163
C: -3.83726 -1.52507 2.31425
C: -3.64714 -1.05443 1.02986
C: -2.38593 -1.11479 0.43366
S: -2.26676 -0.48607 -1.18063
H: -0.00551 -3.93291 0.44651
H: 0.79740 -3.17133 -0.94531
H: -0.98108 -3.19375 -0.83104
H: 1.95954 -2.27036 0.81531
H: 0.98723 -2.15525 2.27194
H: 2.29182 -0.20035 2.32503
H: 0.73120 0.35487 1.71944
H: 3.25695 1.85139 1.11230
H: 1.62293 2.24021 0.52677
H: 2.93711 1.99205 -0.63044
H: 4.18858 -0.79427 1.79893
H: 6.22930 -1.86614 1.00393
H: 6.62608 -2.15531 -1.42244
H: 4.90649 -1.39236 -3.04143
H: -0.71957 -2.60947 2.96775
H: -2.89639 -2.44720 4.00430
H: -4.81542 -1.47428 2.76921
H: -4.45490 -0.60978 0.46580
C: -1.86311 -2.95278 -5.47994
C: -1.71704 -1.49481 -5.28173
N: -2.22035 -0.55559 -6.00157
N: -1.84645 0.60669 -5.40881
C: -1.11761 0.41318 -4.30008
S: -0.50620 1.57235 -3.26227
N: -1.01386 -0.94449 -4.21915
N: -0.32459 -1.62474 -3.23199
H: -2.39057 -3.13076 -6.41239
H: -2.44203 -3.39212 -4.66550
H: -0.89085 -3.44406 -5.52162
H: -2.11553 1.48965 -5.81167
H: 0.57817 -1.95107 -3.57903
H: -0.88161 -2.41568 -2.92131
O: -2.55818 1.90588 0.02531
C: -1.47573 2.12739 0.54117
O: -0.34000 1.60388 0.24517
C: -1.44745 3.08524 1.71368
C: -0.28511 3.24359 2.46378
C: -0.29474 4.02702 3.60297
C: -1.47174 4.65626 3.97584
C: -2.62497 4.54186 3.21529
C: -2.61008 3.75350 2.07931
N: -1.49815 5.45583 5.20266
O: -2.54170 6.00252 5.49252
O: -0.47384 5.51178 5.85268
H: 0.62726 2.75164 2.16019
H: 0.58828 4.14800 4.21276
H: -3.51730 5.06104 3.53109
H: -3.49337 3.64322 1.46755

## Properties
- 2S+1: 2
- Energy above the lowest of the compared OMol25 structures with the same formula, charge and spin: 99.9 kcal/mol
- Frontier orbital gap (alpha / beta): 5.205 / 5.981 eV
- Charge: +1

These are the natural (NBO) partial charges, in e, on atoms 1 to 2: Ir 0.962; C -0.410

=====

No. 3
ORCA calculation (ωB97M-V with the def2-TZVPD basis set) on 2 unconnected molecules or ions with the total composition C26H28N2O4 in a non-equilibrium geometry.

Geometry (Å):
C: -0.65221 -4.40197 1.70376
N: -0.10696 -3.11091 1.28608
C: -0.72123 -1.94170 1.05084
O: -0.04487 -1.06193 0.53131
C: -2.21381 -1.65697 1.38040
C: -2.43869 -0.21253 1.87749
C: -3.88452 0.23167 2.08450
C: -4.92901 -0.26241 1.27341
C: -6.24617 0.19690 1.44909
C: -6.53091 1.16129 2.42959
C: -5.49616 1.66495 3.23622
C: -4.17815 1.20334 3.06205
N: -2.88613 -2.56997 2.31848
C: -3.80600 -3.46721 1.96511
C: -4.51843 -4.18229 3.08803
O: -4.08139 -3.72756 0.80220
H: 0.10629 -5.17642 1.58039
H: -0.94681 -4.36900 2.75327
H: -1.51111 -4.66547 1.08261
H: 0.86796 -3.09782 1.02702
H: -2.70846 -1.74027 0.41313
H: -1.99713 0.47634 1.15574
H: -1.89591 -0.08926 2.81598
H: -4.73240 -0.99253 0.50233
H: -7.03883 -0.18732 0.82245
H: -7.54293 1.51844 2.56065
H: -5.71181 2.41136 3.98746
H: -3.38445 1.61048 3.67210
H: -2.73101 -2.41751 3.30041
H: -3.79396 -4.70768 3.70606
H: -5.22167 -4.89566 2.65977
H: -5.06263 -3.45324 3.68582
O: 1.35938 2.10437 0.87716
C: 2.16110 1.73902 0.03180
O: 3.22989 0.97445 0.33541
C: 1.92112 2.13688 -1.36792
C: 0.62892 1.91358 -1.88115
C: 0.29148 2.27585 -3.18676
C: 1.24107 2.88461 -4.00313
C: 2.52579 3.11701 -3.51205
C: 2.89837 2.74051 -2.20801
C: 4.32171 3.05242 -1.77252
C: 5.30880 2.06448 -2.36196
C: 5.73050 2.17718 -3.69781
C: 6.61267 1.24413 -4.25197
C: 7.09646 0.19132 -3.47196
C: 6.70753 0.08199 -2.13486
C: 5.82316 1.01524 -1.58465
H: 3.11396 0.79068 1.27857
H: -0.12073 1.44406 -1.24631
H: -0.71163 2.08976 -3.55923
H: 0.98176 3.18106 -5.01557
H: 3.24361 3.60303 -4.16279
H: 4.40205 3.06032 -0.68263
H: 4.58417 4.06117 -2.10522
H: 5.37116 2.98956 -4.31911
H: 6.92022 1.33785 -5.28902
H: 7.77598 -0.53747 -3.90318
H: 7.08742 -0.73114 -1.52373
H: 5.53361 0.91097 -0.54516

## Properties
- 2S+1: 1
- SMILES: CNC(=O)[C@H](Cc1ccccc1)NC(C)=O.O=C(O)c1ccccc1Cc1ccccc1
- Energy above the lowest of the compared OMol25 structures with the same formula, charge and spin: 6.9 kcal/mol
- Frontier orbital gap: 9.392 eV
- Charge: 0

These are the natural (NBO) partial charges, in e, on atoms 1 to 2: C -0.415; N -0.606